The following is a quantum chemistry calculation of C5H8AgO5 as an isolated structure, from the OMol25 dataset.

Summary:
charge: 0
⟨S²⟩: 0.759
2S+1: 2
Kohn-Sham gap (spin up / spin down): 7.2 / 7.3 eV
lowest unoccupied orbital energy (spin up / spin down): -2.1 / -2.1 eV

Element x y z (Å)
1 C -3.331 -1.891 -0.451
2 C -2.061 -2.670 -0.435
3 O -1.553 -3.135 0.564
4 H -3.850 -2.126 -1.396
5 H -1.582 -2.829 -1.427
6 H -3.975 -2.197 0.382
7 C -4.395 0.489 -0.607
8 C -3.091 -0.267 -0.418
9 O -5.265 0.229 0.479
10 H -4.861 0.185 -1.561
11 H -4.191 1.569 -0.691
12 H -2.465 -0.062 -1.300
13 H -2.693 -0.062 0.587
14 H -6.073 0.736 0.368
15 O -1.259 2.295 -0.160
16 C 0.021 2.382 0.019
17 O 0.713 1.344 -0.103
18 O 0.504 3.520 0.237
19 Ag 2.803 2.632 0.180

The molecule's natural (NBO) atomic charges, reported in e, are given here: -0.5148, 0.4405, -0.5244, 0.2032, 0.0964, 0.2372, -0.0632, -0.3889, -0.7274, 0.1486, 0.1739, 0.2170, 0.2314, 0.4704, -0.3205, 0.8920, -0.7379, -0.7383, 0.9046